(1)
Below is a structure of composition C31H40HgN4O3S, with properties calculated with ωB97M-V with the def2-TZVPD basis set.

XYZ file:
```
80
C31H40HgN4O3S | OMol25 | ωB97M-V with the def2-TZVPD basis set
Hg -0.85100 -0.56630 -1.00230
C 1.88361 2.12877 -3.18413
C 1.73027 2.42327 -1.69869
N 2.91079 2.03227 -0.93504
C 4.00523 2.98369 -0.92370
C 3.97888 3.92517 0.27844
C 2.86635 0.90317 -0.15270
C 4.11990 0.48518 0.58123
N 1.78576 0.22294 -0.08084
H 0.97005 2.39663 -3.71750
H 2.06177 1.06271 -3.33191
H 2.71279 2.68472 -3.62759
H 0.88292 1.86433 -1.30897
H 1.54373 3.48807 -1.53093
H 3.92526 3.56883 -1.84149
H 4.96615 2.47188 -0.97580
H 3.10876 4.58298 0.23844
H 4.87306 4.55108 0.30106
H 3.93777 3.35675 1.20875
H 5.03988 0.83424 0.11871
H 4.14036 -0.60279 0.62808
H 4.09027 0.85763 1.60681
H 1.91142 -0.62749 0.46233
O -7.89998 -1.25472 1.32611
C -7.71212 -0.16450 0.53571
O -8.56802 0.68024 0.50253
C -6.45221 -0.11274 -0.24683
C -6.35086 0.83800 -1.26224
C -5.21315 0.93099 -2.03637
C -4.11404 0.07783 -1.83454
S -2.69767 0.22271 -2.84470
C -4.22467 -0.87142 -0.80416
C -5.36395 -0.95959 -0.03019
H -7.16759 -1.86980 1.20610
H -7.18921 1.50219 -1.42705
H -5.15349 1.67260 -2.82290
H -3.39787 -1.54456 -0.61673
H -5.36495 -1.69734 0.76722
N 0.64474 6.90069 0.25095
C 0.18523 5.85021 0.33074
C -0.36184 4.52200 0.43707
C -1.43652 4.13017 -0.35233
C -1.89166 2.82556 -0.23024
N -1.34764 1.94377 0.60523
C -0.31750 2.32946 1.35263
C 0.21244 3.60869 1.31305
H -1.89873 4.81658 -1.04762
H -2.71316 2.46475 -0.83878
H 0.10507 1.57795 2.00661
H 1.05498 3.88362 1.93190
C -1.72926 -3.28254 2.30507
C -0.57242 -2.39854 2.77459
C -0.94384 -0.91879 2.67402
C 0.74762 -2.68394 2.07781
C 1.88764 -2.75786 2.86909
C 3.14152 -3.03438 2.34462
C 3.23406 -3.28447 0.98099
C 2.13450 -3.20322 0.13904
C 2.32134 -3.57786 -1.32126
C 1.42966 -4.76000 -1.71531
C 2.11706 -2.41422 -2.29282
C 0.85023 -2.84845 0.66459
O -0.17553 -2.71421 -0.12768
H -2.61129 -3.09957 2.92556
H -1.46683 -4.33958 2.38382
H -1.97026 -3.07711 1.26402
H -0.40583 -2.62208 3.83474
H -1.00062 -0.60372 1.63059
H -0.19180 -0.30416 3.17519
H -1.91513 -0.71793 3.13473
H 1.78151 -2.60404 3.93978
H 4.01575 -3.08244 2.98197
H 4.19256 -3.56812 0.55343
H 3.36380 -3.90337 -1.41954
H 0.38292 -4.46481 -1.66146
H 1.58309 -5.60374 -1.03923
H 1.65611 -5.08699 -2.73388
H 1.10536 -2.02182 -2.20574
H 2.26114 -2.75366 -3.32271
H 2.81739 -1.59946 -2.09742
```

Calculated values
- LUMO energy (alpha / beta) (eV) = 1.90 / 1.81
- relative energy (zero: lowest compared OMol25 entry of this formula, charge and spin) (kcal per mole) = 0.0
- orbital gap (alpha / beta) (eV) = 5.182 / 6.235
- 2S+1 = 2
- molar mass (g/mol) = 749.34
- charge = -1
- ⟨S²⟩ = 0.756

(2)
Below is the molecule C7H9ClO3S2 at a distorted geometry, with properties calculated with ωB97M-V with the def2-TZVPD basis set.

XYZ file:
```
22
C7H9ClO3S2 | OMol25 | ωB97M-V with the def2-TZVPD basis set
C -1.84118 1.61213 0.19026
C 2.57415 0.47912 0.84740
C 2.05079 1.90245 0.57503
C -1.69230 1.26289 1.47500
C -1.08332 -0.16667 -0.98212
C 0.12539 0.31472 -0.18892
C -2.48027 -1.99416 -1.42265
O -1.58963 2.67623 -0.35299
O -2.22999 0.49676 -0.64170
O -1.32886 -1.52844 -0.86360
S 1.12499 -0.72311 0.90812
S 0.87702 1.70507 -0.77234
Cl -2.18880 -0.24278 2.14746
H 3.44680 0.28526 0.06298
H 2.82396 0.35362 1.94184
H 1.42732 2.37073 1.42958
H 2.92081 2.52137 0.25230
H -1.54301 1.96661 2.22795
H -0.82701 0.18138 -2.05493
H -2.63870 -2.96077 -1.00512
H -2.49893 -2.09989 -2.50449
H -3.22042 -1.30365 -1.00992
```

Calculated values
- LUMO energy (alpha / beta) (eV) = -1.08 / -1.08
- relative energy (zero: lowest compared OMol25 entry of this formula, charge and spin) (kcal per mole) = 18.8
- orbital gap (alpha / beta) (eV) = 6.705 / 6.714
- molar mass (g/mol) = 240.73
- charge = 0

(3)
Below is a cluster of 2 separate species, C7H11N3O3 in total at a distorted geometry, with properties calculated with ωB97M-V with the def2-TZVPD basis set.

XYZ file:
```
24
C7H11N3O3 | OMol25 | ωB97M-V with the def2-TZVPD basis set
C 0.66744 -0.09913 -1.61416
C 2.03556 -0.04514 -1.42050
C 0.07092 0.57997 -0.53869
C -1.08051 -2.72714 0.99757
C 3.29621 1.54429 0.26205
C -1.59545 1.39053 0.90568
C -1.32109 0.69300 -0.21885
N 1.02534 1.15769 0.19652
N 2.18493 0.79195 -0.31979
N -2.35461 -0.17093 -0.78053
O -2.03988 -1.08064 -1.50535
O -3.50351 0.00444 -0.36837
O -2.76094 1.68076 1.39947
H 0.22320 -0.61070 -2.41932
H 2.84766 -0.51689 -2.06041
H -0.00430 -2.62589 1.38357
H -1.31928 -3.68878 1.37839
H -1.11687 -2.90165 -0.12864
H 4.01424 0.89653 0.85659
H 3.81492 1.89832 -0.53166
H 2.94607 2.48990 0.80939
H -0.82001 1.92649 1.37035
H -1.65592 -1.83836 1.40110
H -3.55411 1.25135 0.94560
```

Calculated values
- LUMO energy (eV) = -0.08
- relative energy (zero: lowest compared OMol25 entry of this formula, charge and spin) (kcal per mole) = 129.3
- orbital gap (eV) = 8.345
- structure (SMILES) = Cn1ccc(/C(=C/O)[N+](=O)[O-])n1.C
- molar mass (g/mol) = 185.18
- charge = 0

(4)
Below is the molecule C2H4N2O2 at a distorted geometry, with properties calculated with ωB97M-V with the def2-TZVPD basis set.

XYZ file:
```
10
C2H4N2O2 | OMol25 | ωB97M-V with the def2-TZVPD basis set
C 1.09092 -0.02541 0.51089
C -0.05052 -0.35927 -0.37607
N 1.01013 0.44674 -0.84150
N -1.41887 -0.03959 0.00258
O -2.25435 -0.91343 -0.01829
O -1.58878 1.08816 0.38631
H 0.80105 0.63990 1.38036
H 1.89303 -0.71179 0.71047
H -0.17205 -1.49838 -0.69273
H 0.68943 1.37306 -1.06201
```

Calculated values
- LUMO energy (eV) = 0.11
- relative energy (zero: lowest compared OMol25 entry of this formula, charge and spin) (kcal per mole) = 132.1
- orbital gap (eV) = 10.778
- structure (SMILES) = O=[N+]([O-])[C@@H]1CN1
- molar mass (g/mol) = 88.07
- charge = 0

> What is the charge in the second record?

0

> What is the molar mass in the first record?

749.34 g/mol

> The lowest relative energy (zero: lowest compared OMol25 entry of this formula, charge and spin) belongs to which entry?

C31H40HgN4O3S